1.
C22H26Cl3IrNO | wB97M-V/def2-TZVPD

Calculated values
Net charge: -2
Largest force on an atom, eV/A: 3.81
E_LUMO (spin up / spin down), Ha: 0.18133 / 0.17916
Molar mass, g/mol: 619.03
HOMO-LUMO gap (spin up / spin down), eV: 3.75 / 5.83
Spin multiplicity: 6
HOMO energy (spin up / spin down), eV: 1.18 / -0.96
Total energy, eV: -67176.249
Energy above the lowest of the compared OMol25 structures with the same formula, charge and spin, kcal per mole: 0.00

CARTESIAN COORDINATES (ANGSTROEM)
C (0.5346, 0.2120, -2.5787)
C (-0.7274, 0.5220, -3.2799)
C (-1.6184, -0.5455, -3.1191)
C (-1.0232, 1.7523, -4.0310)
C (-0.9391, -1.6232, -2.4732)
C (0.3907, -1.2087, -2.1753)
C (1.5270, -2.1290, -2.0138)
C (1.8310, 0.7772, -3.0191)
C (-3.0504, -0.5425, -3.5013)
C (-1.4901, -2.9671, -2.1791)
Ir (0.0525, 0.4955, -0.4860)
Cl (-1.8432, 1.7601, -0.5709)
Cl (0.8771, 2.7006, -0.5305)
Cl (-1.7887, -0.9670, 0.0963)
H (-0.1139, 2.3459, -4.1601)
H (-1.7791, 2.3705, -3.5166)
H (-1.4389, 1.4993, -5.0184)
H (-3.5550, 0.3500, -3.1099)
H (-3.5702, -1.4321, -3.1267)
H (-3.1231, -0.5260, -4.5962)
H (-2.4272, -2.9190, -1.6140)
H (-0.7884, -3.5680, -1.5878)
H (-1.6918, -3.4915, -3.1194)
H (1.2792, -2.9432, -1.3228)
H (2.4079, -1.5960, -1.6449)
H (1.7549, -2.5737, -2.9899)
H (1.7975, 1.8680, -2.9997)
H (2.0877, 0.4399, -4.0309)
H (2.6084, 0.4530, -2.3255)
O (1.9515, -0.0013, -0.1935)
H (1.8862, -0.8594, 0.2706)
C (3.8321, 1.3250, 3.8503)
C (3.6137, 1.9395, 2.6202)
C (2.4921, 1.6373, 1.8845)
C (1.5125, 0.7116, 2.3071)
C (1.7670, 0.0603, 3.5428)
C (2.8928, 0.3799, 4.3052)
N (0.3176, 0.4713, 1.5908)
C (-0.7565, 0.2268, 2.4337)
C (-1.2479, -1.0727, 2.7322)
C (-2.3504, -1.2217, 3.5674)
C (-2.9130, -0.1033, 4.1940)
C (-2.3708, 1.1657, 3.9698)
C (-1.3277, 1.3354, 3.0733)
H (4.7080, 1.5754, 4.4602)
H (4.3182, 2.6693, 2.2116)
H (2.3666, 2.1246, 0.9287)
H (1.0674, -0.7114, 3.8757)
H (3.0300, -0.1272, 5.2558)
H (-0.7302, -1.9252, 2.2894)
H (-2.7672, -2.2245, 3.6915)
H (-3.7698, -0.2458, 4.8545)
H (-2.7974, 2.0395, 4.4705)
H (-0.9054, 2.3173, 2.8383)

=====

2.
C22H26Cl5N4OSiV | wB97M-V/def2-TZVPD

Calculated values
Net charge: +2
Largest force on an atom, eV/A: 0.21
E_LUMO (spin up / spin down), Ha: -0.24103 / -0.22902
Molar mass, g/mol: 618.77
HOMO-LUMO gap (spin up / spin down), eV: 7.46 / 7.79
Spin multiplicity: 3
HOMO energy (spin up / spin down), eV: -14.02 / -14.02
Total energy, eV: -127409.788
Energy above the lowest of the compared OMol25 structures with the same formula, charge and spin, kcal per mole: 0.00

CARTESIAN COORDINATES (ANGSTROEM)
V (-0.3866, 0.8812, 0.1489)
N (1.5488, 0.6204, -0.6739)
C (2.3301, 1.8189, -0.4373)
C (3.6876, 1.8801, -0.5604)
C (4.3677, 3.0979, -0.3443)
C (3.6757, 4.2316, -0.0300)
C (2.2668, 4.1936, 0.1019)
C (1.4851, 5.3265, 0.4120)
C (0.1252, 5.2099, 0.5239)
C (-0.4616, 3.9547, 0.3476)
N (0.2323, 2.8626, 0.0576)
C (1.5969, 2.9703, -0.0873)
H (1.9980, -0.2306, -0.3142)
H (1.4614, 0.4583, -1.6783)
H (4.2459, 0.9939, -0.8365)
H (5.4434, 3.1259, -0.4448)
H (4.1909, 5.1710, 0.1204)
H (1.9709, 6.2836, 0.5559)
H (-0.5000, 6.0599, 0.7535)
H (-1.5334, 3.8416, 0.4486)
Cl (-6.7064, -2.2483, -0.5537)
C (-5.0729, -1.7585, -0.6069)
C (-4.7109, -0.4853, -0.1626)
Cl (-5.8733, 0.5982, 0.4596)
C (-3.3775, -0.1130, -0.2272)
Cl (-2.8498, 1.4287, 0.3927)
C (-2.3812, -0.9381, -0.7356)
O (-1.1088, -0.5240, -0.8123)
C (-2.7540, -2.2213, -1.1293)
Cl (-1.5183, -3.3134, -1.6531)
C (-4.0855, -2.6318, -1.0740)
Cl (-4.5070, -4.2105, -1.5707)
N (-0.5005, -3.2104, 1.5800)
C (0.8990, -3.7749, 1.6766)
C (1.9041, -2.7444, 1.1748)
N (1.7457, -2.3272, -0.2139)
H (-1.1634, -3.7492, 2.1389)
H (-0.8087, -3.2435, 0.6002)
H (-0.5191, -2.2259, 1.9069)
H (0.9095, -4.6939, 1.0924)
H (1.0787, -4.0191, 2.7223)
H (2.9043, -3.1564, 1.3037)
H (1.8379, -1.8625, 1.8151)
H (0.7903, -2.0803, -0.4567)
H (2.0515, -3.0425, -0.8632)
C (-0.7289, -2.3867, 5.0532)
Si (0.2067, -0.7629, 4.9201)
C (-0.5603, 0.5512, 5.9780)
C (2.0225, -1.0085, 5.2389)
C (0.0052, -0.2469, 3.1275)
C (-0.1236, 0.1293, 1.9697)
H (-0.7740, -2.7140, 6.0939)
H (-0.2269, -3.1901, 4.5076)
H (-1.7579, -2.2883, 4.7013)
H (-0.4908, 0.2750, 7.0318)
H (-1.6143, 0.6909, 5.7350)
H (-0.0513, 1.5079, 5.8513)
H (2.1853, -1.3392, 6.2664)
H (2.5756, -0.0781, 5.0998)
H (2.4583, -1.7602, 4.5773)

=====

3.
C22H26ClNO2 | wB97M-V/def2-TZVPD

Calculated values
Net charge: 0
Largest force on an atom, eV/A: 2.30
E_LUMO, Ha: -0.08199
Molar mass, g/mol: 371.91
HOMO-LUMO gap, eV: 3.70
HOMO energy, eV: -5.93
Total energy, eV: -41340.033

CARTESIAN COORDINATES (ANGSTROEM)
C (-0.0532, 2.6080, 1.3853)
C (0.4799, 1.9241, 0.1915)
C (0.0742, 2.1112, -1.1423)
C (1.0425, 2.0692, -2.2150)
C (2.5117, 2.0840, -1.9248)
C (0.6133, 2.0480, -3.5322)
C (-0.7451, 2.0965, -3.8731)
C (-1.1739, 2.0107, -5.3044)
C (-1.6807, 2.2429, -2.8427)
C (-1.3068, 2.3062, -1.5075)
C (-2.3678, 2.5152, -0.4785)
H (0.7173, 2.6248, 2.1683)
H (-0.3817, 3.6445, 1.2101)
H (-0.9014, 2.0674, 1.8266)
H (1.4026, 1.3646, 0.3665)
H (3.0639, 2.0152, -2.8684)
H (2.8233, 3.0182, -1.4376)
H (2.8147, 1.2476, -1.2852)
H (1.3594, 1.9836, -4.3279)
H (-2.2644, 2.0600, -5.3690)
H (-0.7429, 2.8236, -5.9038)
H (-0.8534, 1.0659, -5.7614)
H (-2.7410, 2.3052, -3.1045)
H (-3.3464, 2.5784, -0.9691)
H (-2.4076, 1.6907, 0.2442)
H (-2.2274, 3.4515, 0.0754)
C (1.1274, 2.1076, 5.3829)
C (1.2688, 0.6960, 4.8769)
O (0.5785, 0.5973, 3.6084)
C (0.6753, -0.6413, 3.0749)
C (0.0180, -0.7617, 1.7549)
N (-0.0257, -1.9523, 1.2589)
C (-0.4168, -2.3963, 0.1037)
C (-0.3850, -3.8133, -0.1740)
C (-0.5697, -4.3367, -1.4763)
C (-0.4823, -5.7071, -1.6961)
C (-0.2525, -6.5734, -0.6126)
Cl (-0.1655, -8.2611, -0.8814)
C (-0.0902, -6.0681, 0.6871)
C (-0.1353, -4.6901, 0.8969)
O (1.2491, -1.5625, 3.6364)
H (1.7793, 2.2333, 6.2512)
H (1.4123, 2.8469, 4.6271)
H (0.0953, 2.3042, 5.6920)
H (2.3234, 0.4347, 4.7261)
H (0.8143, -0.0183, 5.5749)
H (-0.5459, 0.0890, 1.3548)
H (-0.7361, -1.7117, -0.7001)
H (-0.7587, -3.6429, -2.2970)
H (-0.5855, -6.1187, -2.6951)
H (0.0793, -6.7451, 1.5172)
H (0.0192, -4.2656, 1.8879)